C21H22N4O4 as an isolated structure in a non-equilibrium geometry, computed with ωB97M-V/def2-TZVPD.

The geometry in XYZ format:
```
51
Properties=species:S:1:pos:R:3:mulliken_charge:R:1
C 2.907 -1.397 -2.758 -1.62
C 1.520 -1.125 -2.057 -0.03
H 1.476 -0.158 -1.459 0.19
H 0.672 -1.261 -2.720 0.31
O 1.295 -2.356 -1.279 -0.39
C 2.140 -2.236 0.074 0.64
O 2.949 -1.275 0.379 -0.65
N 1.768 -3.344 0.879 0.03
C 0.892 -4.458 0.625 -1.01
H 0.516 -4.186 -0.401 0.37
C -0.172 -4.521 1.930 -0.67
H 0.096 -5.360 2.542 0.42
H -1.056 -4.859 1.089 0.29
C -0.302 -3.113 2.535 -1.27
N -0.811 -2.216 1.427 -0.35
C -1.129 -1.001 1.934 -0.80
O -1.477 -0.706 2.906 -0.39
C -1.329 -0.004 0.775 0.55
C -1.489 1.408 1.109 -0.77
N -1.347 2.319 0.223 0.20
C -1.667 1.890 -1.250 0.88
N -1.556 2.806 -1.989 -0.54
C -1.560 4.190 -1.743 0.48
C -1.473 5.123 -2.766 -0.22
C -1.770 6.368 -2.577 -0.40
C -1.352 6.963 -1.312 -0.79
C -1.160 5.971 -0.439 -0.62
C -1.486 4.648 -0.427 0.44
C -1.168 3.622 0.581 0.40
O -1.080 3.965 1.704 -0.58
H -1.210 6.291 0.819 0.08
H -1.297 7.864 -1.170 0.76
H -1.546 7.211 -3.385 0.24
H -1.694 4.711 -4.023 0.20
C -1.694 0.546 -1.580 -2.03
C -1.734 -0.302 -0.402 0.81
H -1.923 -1.457 -0.915 0.17
H -1.707 0.455 -2.439 1.10
H -1.216 1.675 2.137 0.47
H -0.302 -2.278 0.743 0.66
C 1.182 -2.622 3.123 -0.48
H 1.285 -3.241 4.331 0.30
C 2.325 -3.260 2.305 -0.83
H 3.166 -2.499 2.287 0.33
H 2.561 -4.275 2.667 0.41
H 1.006 -1.537 3.178 0.43
H -1.004 -3.137 3.109 1.38
H 1.618 -5.180 0.433 0.52
H 2.709 -2.457 -3.238 0.20
H 2.997 -0.797 -3.422 0.74
H 3.631 -1.410 -2.091 0.41
```

Results
Multiplicity ... 1
Maximum force ... 18.732 eV/Å
HOMO level ... -7.61 eV
Charge ... 0
E ... -1332.8431 Ha
ΔE to the lowest compared entry with this formula, charge and spin ... 1774.12 kJ/mol

---

One molecule with the formula C21H22N4O4S, computed with ωB97M-V/def2-TZVPD.

The geometry in XYZ format:
```
52
Properties=species:S:1:pos:R:3:mulliken_charge:R:1
C 2.470 2.907 2.635 -0.71
O 2.374 1.504 2.549 -0.31
C 3.602 0.826 2.623 -0.38
C 4.273 0.638 1.251 -1.40
N 3.434 -0.181 0.399 0.09
C 2.529 0.353 -0.462 0.58
S 2.549 2.094 -0.688 -0.16
C 1.404 2.320 -2.086 -0.93
C -0.049 2.485 -1.634 0.66
O -0.602 3.562 -1.674 -0.66
N -0.585 1.315 -1.228 0.24
C -1.873 1.058 -0.752 0.62
C -2.867 2.029 -0.684 -0.58
C -4.122 1.694 -0.218 -0.85
C -4.416 0.394 0.186 0.82
N -5.712 0.125 0.642 -0.17
C -6.255 -1.059 1.049 0.80
C -7.706 -0.907 1.464 -1.31
O -5.664 -2.113 1.081 -0.61
C -3.419 -0.576 0.123 -0.77
C -2.164 -0.242 -0.340 -0.54
N 1.680 -0.331 -1.153 -0.32
C 1.671 -1.695 -1.036 -0.05
C 0.744 -2.441 -1.771 -0.37
C 0.730 -3.812 -1.657 -0.54
C 1.632 -4.468 -0.820 -0.61
C 2.550 -3.747 -0.091 -0.55
C 2.578 -2.354 -0.191 0.20
C 3.519 -1.571 0.596 0.48
O 4.333 -2.022 1.373 -0.68
H 2.901 3.210 3.597 0.33
H 1.453 3.285 2.558 0.23
H 3.070 3.331 1.824 0.30
H 4.300 1.342 3.294 0.36
H 3.383 -0.163 3.037 0.40
H 4.454 1.596 0.763 0.56
H 5.216 0.104 1.392 0.47
H 1.527 1.466 -2.749 0.43
H 1.730 3.240 -2.569 0.41
H 0.052 0.513 -1.234 -0.21
H -2.652 3.037 -0.995 0.53
H -4.888 2.456 -0.170 0.28
H -6.321 0.932 0.655 0.18
H -8.088 -1.874 1.779 0.35
H -7.790 -0.203 2.290 0.33
H -8.300 -0.543 0.629 0.33
H -3.634 -1.583 0.437 0.54
H -1.394 -0.999 -0.381 0.31
H 0.053 -1.926 -2.422 0.57
H 0.012 -4.387 -2.223 0.42
H 1.606 -5.545 -0.745 0.41
H 3.258 -4.226 0.567 0.48
```

Results
Multiplicity ... 1
Maximum force ... 0.818 eV/Å
HOMO level ... -7.82 eV
Charge ... 0
E ... -1731.6892 Ha
ΔE to the lowest compared entry with this formula, charge and spin ... 42.85 kJ/mol
SMILES string ... COCCn1c(SCC(=O)Nc2ccc(NC(C)=O)cc2)nc2ccccc2c1=O

---

C21H22N5O3SV as an isolated structure in a non-equilibrium geometry, computed with ωB97M-V/def2-TZVPD.

The geometry in XYZ format:
```
53
Properties=species:S:1:pos:R:3:mulliken_charge:R:1
V 0.565 -0.161 -0.819 1.18
C 2.033 -1.697 5.010 -1.22
C 1.090 -2.070 3.867 -0.96
C -0.050 -1.096 3.728 0.67
C -1.085 -1.147 4.651 -0.48
C -2.196 -0.333 4.544 -1.01
C -2.311 0.515 3.456 -1.16
C -1.319 0.562 2.499 1.07
C -1.495 1.359 1.232 0.08
C -0.667 2.651 1.210 -1.37
C -0.153 -0.212 2.639 -0.33
N 0.785 -0.100 1.639 0.25
C 2.038 0.120 1.915 -0.03
C 2.951 0.197 0.867 -0.43
C 4.345 0.393 0.869 -0.89
C 4.726 0.383 -0.463 -0.77
C 3.563 0.189 -1.210 -0.38
N 2.490 0.069 -0.421 0.01
H 2.843 -2.419 5.078 0.39
H 1.499 -1.678 5.958 0.35
H 2.460 -0.711 4.851 0.30
H 0.676 -3.062 4.074 0.51
H 1.654 -2.125 2.933 0.36
H -1.031 -1.862 5.462 0.43
H -2.978 -0.390 5.287 0.37
H -3.192 1.128 3.341 0.40
H -2.556 1.658 1.167 0.46
H -1.697 0.796 -0.725 0.47
H -0.870 3.248 2.096 0.33
H -0.918 3.237 0.325 0.41
H 0.395 2.411 1.187 0.23
H 2.380 0.319 2.935 0.38
H 4.958 0.517 1.747 0.46
H 5.716 0.514 -0.859 0.43
H 3.470 0.131 -2.281 0.44
O 1.240 -0.618 -2.339 -0.49
N 0.786 -0.570 -3.550 -0.80
N -0.461 -0.139 -3.540 0.92
O -0.991 0.185 -2.383 -0.90
C -1.222 -0.027 -4.669 0.22
C -2.621 0.045 -4.532 -0.43
C -3.414 0.238 -5.637 -0.43
C -2.843 0.377 -6.900 -0.51
C -1.461 0.285 -7.037 -0.38
C -0.647 0.070 -5.947 -0.44
H -3.030 -0.076 -3.540 0.41
H -4.489 0.289 -5.526 0.35
H -3.464 0.559 -7.766 0.35
H -1.016 0.408 -8.017 0.33
H 0.425 0.012 -6.051 0.42
O -2.408 -1.667 -0.697 -0.68
S -1.355 -1.228 0.255 0.35
N -1.145 0.523 0.087 -0.25
```

Results
Multiplicity ... 4
Maximum force ... 3.424 eV/Å
HOMO level (alpha / beta) ... -2.01 / -4.03 eV
Charge ... -1
E ... -2655.0576 Ha
<S²> ... 3.798

---

C21H22N8O2Re as an isolated structure, computed with ωB97M-V/def2-TZVPD.

The geometry in XYZ format:
```
54
Properties=species:S:1:pos:R:3:mulliken_charge:R:1
Re 0.517 0.194 0.071 1.64
C -1.076 1.103 2.636 -0.96
N -0.247 1.762 1.591 -0.21
C -0.920 2.876 0.874 -1.18
C -1.325 2.426 -0.485 0.70
N -0.809 1.323 -1.035 0.26
C -1.249 1.311 -2.391 0.50
C -0.997 0.440 -3.444 -0.49
C -1.601 0.739 -4.649 -0.87
C -2.429 1.860 -4.814 -0.54
C -2.680 2.729 -3.772 -1.05
C -2.065 2.420 -2.571 0.65
N -2.079 3.094 -1.337 -0.03
C -1.393 -0.299 2.257 0.47
N -0.785 -0.927 1.260 0.08
C -1.221 -2.281 1.316 0.31
C -0.894 -3.404 0.559 -0.64
C -1.505 -4.590 0.911 -0.86
C -2.420 -4.674 1.973 -0.50
C -2.749 -3.568 2.727 -1.09
C -2.120 -2.384 2.372 0.82
N -2.205 -1.102 2.932 -0.01
H -1.984 1.676 2.828 0.43
H -0.508 1.082 3.568 0.46
H 0.564 2.154 2.058 0.32
H -0.206 3.694 0.762 0.46
H -1.768 3.262 1.441 0.47
H -0.361 -0.425 -3.341 0.40
H -1.425 0.089 -5.495 0.46
H -2.879 2.049 -5.779 0.42
H -3.316 3.596 -3.892 0.45
H -2.566 3.956 -1.140 0.25
H -0.211 -3.362 -0.275 0.40
H -1.276 -5.483 0.345 0.46
H -2.876 -5.627 2.204 0.42
H -3.452 -3.625 3.547 0.44
H -2.775 -0.837 3.722 0.25
C 4.546 -0.421 1.631 -1.57
C 3.353 -0.063 0.818 0.40
N 2.083 -0.340 1.200 0.33
O 1.932 -0.758 2.524 -0.43
C 3.451 0.596 -0.397 0.47
C 4.699 0.949 -1.125 -1.55
N 2.213 0.883 -0.885 0.56
O 2.036 1.422 -1.979 -0.58
H 4.289 -0.955 2.538 0.36
H 5.091 0.489 1.890 0.36
H 5.221 -1.032 1.029 0.39
H 1.661 -1.688 2.462 0.40
H 5.351 1.565 -0.505 0.38
H 4.455 1.500 -2.029 0.39
H 5.249 0.050 -1.406 0.35
N 0.899 -2.154 -2.028 -0.74
C 0.760 -1.292 -1.269 -0.60
```

Results
Multiplicity ... 2
Maximum force ... 0.758 eV/Å
HOMO level (alpha / beta) ... -14.62 / -14.62 eV
Charge ... +2
E ... -1479.6863 Ha
ΔE to the lowest compared entry with this formula, charge and spin ... 0.00 kJ/mol
<S²> ... 1.103